[1]
{
  "formula": "C35H38ClIrNP",
  "method": "the ωB97M-V functional and the def2-TZVPD basis",
  "species": ["C", "C", "C", "H", "C", "C", "H", "H", "H", "H", "Ir", "Cl", "P", "C", "C", "H", "C", "H", "C", "H", "C", "H", "C", "H", "C", "C", "H", "C", "H", "C", "H", "C", "H", "C", "H", "C", "C", "H", "C", "H", "C", "H", "C", "H", "C", "H", "C", "C", "C", "C", "C", "C", "C", "C", "N", "C", "C", "C", "C", "H", "H", "H", "H", "H", "H", "H", "H", "H", "H", "H", "H", "H", "H", "H", "H", "H", "H"],
  "positions_angstrom": [[3.308, 1.414, -1.487], [2.240, 0.541, -1.888], [1.151, 1.449, -2.398], [2.430, -0.445, -2.273], [1.598, 2.804, -2.191], [2.924, 2.757, -1.722], [3.583, 3.617, -1.618], [4.272, 1.036, -1.166], [0.541, 1.128, -3.245], [1.025, 3.678, -2.487], [0.789, 0.765, -0.463], [-0.937, 2.414, -0.304], [-0.348, -0.856, -1.330], [-1.071, -0.492, -3.017], [-1.073, -1.420, -4.069], [-0.648, -2.413, -3.949], [-1.632, -1.074, -5.304], [-1.527, -1.758, -6.141], [-2.322, 0.126, -5.456], [-2.775, 0.372, -6.413], [-2.444, 0.996, -4.373], [-3.035, 1.907, -4.472], [-1.817, 0.698, -3.164], [-1.881, 1.392, -2.315], [0.510, -2.462, -1.724], [1.436, -2.559, -2.772], [1.709, -1.694, -3.383], [1.989, -3.787, -3.134], [2.700, -3.840, -3.959], [1.599, -4.970, -2.498], [1.990, -5.935, -2.831], [0.679, -4.892, -1.450], [0.311, -5.802, -0.965], [0.189, -3.648, -1.029], [-0.487, -3.648, -0.177], [-1.928, -1.521, -0.597], [-3.111, -1.611, -1.351], [-3.184, -1.178, -2.351], [-4.224, -2.311, -0.882], [-5.110, -2.375, -1.529], [-4.184, -2.928, 0.364], [-5.053, -3.476, 0.734], [-3.024, -2.845, 1.139], [-2.978, -3.339, 2.114], [-1.915, -2.132, 0.671], [-1.014, -2.081, 1.289], [-0.421, 1.740, 6.130], [-0.547, 1.360, 4.674], [-1.778, 0.947, 4.167], [-1.902, 0.578, 2.823], [-3.269, 0.294, 2.275], [-0.753, 0.508, 2.038], [0.477, 1.080, 2.439], [0.550, 1.410, 3.825], [1.430, 1.370, 1.481], [2.619, 2.132, 2.027], [2.136, 3.474, 2.599], [3.359, 1.237, 3.036], [3.778, 2.579, 1.142], [-1.062, 2.604, 6.380], [-0.732, 0.899, 6.772], [0.616, 1.999, 6.388], [-2.655, 0.934, 4.820], [-3.547, -0.762, 2.369], [-4.042, 0.853, 2.815], [-3.329, 0.560, 1.214], [-0.810, 0.127, 1.004], [1.460, 1.804, 4.274], [1.384, 3.417, 3.385], [2.992, 4.025, 3.013], [1.697, 4.064, 1.787], [4.032, 0.562, 2.486], [3.989, 1.855, 3.689], [2.722, 0.606, 3.652], [4.261, 1.752, 0.621], [3.526, 3.392, 0.452], [4.567, 2.998, 1.788]],
  "forces_ev_per_angstrom": [[0.1, 0.4, -1.0], [0.2, 1.4, -1.4], [1.2, -1.2, -0.8], [0.0, 0.0, 0.2], [1.4, -0.1, -0.7], [-0.2, 0.2, -0.4], [-0.3, -0.2, 0.2], [-0.1, 0.3, -0.1], [0.1, 0.4, 0.5], [0.2, -0.1, 0.2], [0.1, 0.1, 0.9], [-0.8, 0.9, 0.1], [-2.0, -1.9, -1.5], [-0.5, -0.3, -0.1], [0.0, 0.5, -0.1], [0.0, 0.3, -0.1], [-0.1, 0.0, 0.2], [-0.1, 0.1, 0.1], [0.1, -0.2, 0.0], [0.1, 0.0, 0.1], [0.0, -0.1, 0.2], [0.2, -0.2, 0.1], [0.3, -0.1, -0.1], [0.1, -0.2, -0.4], [-0.1, -0.5, 0.5], [0.2, -0.1, -0.2], [-0.3, -0.3, 0.3], [-0.1, -0.3, 0.1], [-0.2, 0.1, 0.2], [-0.2, 0.3, 0.0], [-0.1, 0.4, 0.1], [0.1, 0.3, 0.0], [0.3, 0.3, -0.1], [0.2, -0.3, -0.5], [0.1, 0.1, -0.4], [-0.2, -0.5, 0.0], [-0.1, -0.2, 0.0], [0.1, -0.1, 0.5], [0.0, 0.2, -0.1], [0.4, 0.0, 0.4], [0.1, -0.1, 0.1], [0.3, 0.1, -0.1], [0.1, 0.1, -0.2], [0.0, 0.2, -0.3], [-0.2, -0.1, -0.1], [-0.3, 0.0, -0.2], [0.0, 0.0, 0.2], [0.7, -0.2, -0.1], [-0.2, 0.1, -0.4], [0.1, -0.1, 0.5], [-0.4, -0.3, -0.2], [-0.7, 0.2, -0.5], [0.5, 0.1, 0.1], [-0.1, 0.5, 1.0], [0.3, 0.0, 2.2], [0.1, 0.2, 0.9], [-0.4, 0.5, 0.3], [0.3, -0.6, 0.3], [0.4, 0.2, -0.7], [0.2, -0.3, -0.1], [0.1, 0.3, -0.2], [-0.3, -0.1, -0.1], [0.2, 0.1, -0.2], [0.1, 0.2, 0.0], [0.3, 0.1, -0.1], [0.0, -0.1, 0.2], [-0.3, 0.3, 0.9], [-0.5, -0.3, -0.2], [0.2, 0.1, -0.3], [-0.2, -0.1, -0.2], [0.1, -0.1, 0.1], [-0.2, 0.2, 0.1], [-0.2, -0.1, -0.1], [0.2, 0.0, -0.1], [-0.2, 0.2, 0.0], [-0.1, -0.5, 0.2], [-0.4, -0.2, 0.1]],
  "lowdin_charge": [-0.133, -0.365, -0.380, 0.057, -0.129, -0.145, 0.100, 0.099, 0.088, 0.100, 0.954, 0.051, 0.872, -0.367, -0.080, 0.101, -0.076, 0.102, -0.089, 0.101, -0.074, 0.108, -0.138, 0.030, -0.308, -0.137, 0.103, -0.081, 0.106, -0.088, 0.104, -0.077, 0.106, -0.068, 0.080, -0.309, -0.061, 0.097, -0.070, 0.111, -0.087, 0.105, -0.102, 0.113, -0.159, 0.113, -0.047, -0.254, 0.014, -0.238, -0.039, -0.092, -0.283, -0.019, -0.008, -0.544, -0.041, -0.051, -0.087, 0.088, 0.085, 0.078, 0.129, 0.065, 0.085, 0.083, -0.023, 0.089, 0.066, 0.095, 0.097, 0.091, 0.098, 0.065, 0.060, 0.068, 0.098],
  "spin_multiplicity": 5,
  "s2": 6.067,
  "gap_ha": [0.2247, 0.2200]
}

[2]
{
  "formula": "C12H48N8O12",
  "method": "the ωB97M-V functional and the def2-TZVPD basis",
  "species": ["N", "C", "N", "O", "H", "H", "H", "H", "N", "C", "N", "O", "H", "H", "H", "H", "N", "C", "N", "O", "H", "H", "H", "H", "N", "C", "N", "O", "H", "H", "H", "H", "C", "O", "H", "H", "H", "H", "C", "O", "H", "H", "H", "H", "C", "O", "H", "H", "H", "H", "C", "O", "H", "H", "H", "H", "C", "O", "H", "H", "H", "H", "C", "O", "H", "H", "H", "H", "C", "O", "H", "H", "H", "H", "C", "O", "H", "H", "H", "H"],
  "positions_angstrom": [[-1.003, 2.162, -6.265], [-0.989, 1.138, -5.391], [-0.887, 1.637, -4.116], [-0.944, -0.045, -5.677], [-0.894, 2.006, -7.253], [-0.650, 3.045, -5.941], [-0.596, 2.571, -3.885], [-0.745, 1.036, -3.318], [2.193, 4.368, -0.077], [2.920, 3.707, -0.976], [2.855, 2.375, -0.744], [3.685, 4.242, -1.774], [1.654, 3.893, 0.625], [2.153, 5.368, -0.189], [2.255, 2.059, -0.007], [3.187, 1.923, -1.586], [-3.037, -2.067, 2.858], [-3.279, -1.116, 1.920], [-2.348, -0.143, 1.936], [-4.297, -1.153, 1.227], [-3.791, -2.704, 3.039], [-2.211, -1.943, 3.424], [-1.619, -0.265, 2.615], [-2.356, 0.678, 1.354], [-0.335, 2.480, 3.419], [-0.496, 3.085, 2.257], [-1.125, 4.282, 2.406], [-0.042, 2.702, 1.174], [-0.510, 2.954, 4.287], [0.335, 1.728, 3.438], [-1.826, 4.417, 3.113], [-1.154, 4.831, 1.561], [-2.904, -1.176, -2.254], [-1.572, -1.507, -1.931], [-3.396, -0.922, -1.308], [-2.857, -0.315, -2.924], [-3.572, -1.963, -2.602], [-1.130, -0.832, -1.396], [5.085, -1.938, 0.202], [4.851, -2.307, -1.147], [4.915, -2.618, 1.037], [6.116, -1.583, 0.218], [4.451, -1.063, 0.385], [3.910, -2.502, -1.225], [-2.945, 3.002, -0.634], [-3.512, 1.774, -0.282], [-3.794, 3.692, -0.688], [-2.304, 3.307, 0.192], [-2.412, 3.066, -1.586], [-4.312, 1.627, -0.792], [2.249, -3.832, 1.685], [2.241, -3.521, 0.267], [1.995, -4.893, 1.776], [3.249, -3.820, 2.117], [1.491, -3.275, 2.237], [1.352, -3.857, 0.042], [-0.494, -1.649, 5.554], [-0.423, -1.446, 4.125], [-0.882, -2.640, 5.792], [0.490, -1.776, 6.014], [-1.036, -0.859, 6.071], [0.341, -0.871, 4.023], [-1.432, -4.105, 0.125], [-0.253, -3.845, -0.561], [-2.146, -3.285, 0.022], [-1.842, -5.084, -0.137], [-1.302, -4.204, 1.206], [-0.408, -3.667, -1.494], [2.381, -0.243, -2.634], [2.115, 0.967, -3.240], [3.085, -0.116, -1.803], [1.451, -0.758, -2.387], [2.947, -0.905, -3.295], [1.305, 1.343, -2.891], [0.685, -0.401, 0.191], [-0.211, 0.388, -0.591], [0.281, -0.384, 1.206], [0.707, -1.405, -0.227], [1.726, -0.072, 0.212], [-0.380, 1.222, -0.124]],
  "forces_ev_per_angstrom": [[-0.3, 1.2, -1.4], [1.6, -0.8, 0.5], [-0.2, -0.2, 1.9], [-0.7, 0.5, 0.2], [0.0, -0.4, 0.2], [-0.1, 0.1, -0.1], [-0.2, 0.2, -0.6], [-0.2, -0.6, -0.5], [-1.0, 2.1, 0.7], [1.7, 0.1, 0.5], [0.9, 0.1, -1.2], [-0.9, -0.3, -0.2], [-0.2, 0.2, -0.2], [0.0, -0.1, 0.3], [-0.2, -0.7, -0.5], [-0.4, -1.0, 0.6], [0.3, -0.3, 0.1], [-2.0, -0.1, -0.4], [0.9, 0.6, 0.1], [0.8, 0.3, 0.1], [0.3, -0.1, 0.2], [-0.4, -0.6, 0.2], [0.1, 0.3, -0.1], [-0.4, -0.3, -0.3], [0.7, -2.0, 1.4], [0.1, 1.5, -0.9], [-0.1, 0.5, -0.9], [-0.1, -0.2, 0.5], [0.0, 0.0, -0.1], [-0.2, -0.1, 0.1], [0.0, 0.1, -0.1], [-0.4, 0.1, 0.2], [-0.1, 1.3, 1.5], [0.5, -1.8, -0.6], [-0.2, 0.6, -0.1], [-0.7, -0.1, -0.2], [0.9, -0.5, -0.6], [-0.7, 0.3, -0.1], [0.0, 1.6, -0.5], [-0.1, -0.8, 0.4], [-0.1, -0.7, -0.5], [0.0, -0.1, 0.2], [0.1, 0.1, 0.4], [0.0, -0.2, 0.1], [-1.1, 1.0, 0.2], [0.5, -0.9, 0.1], [0.4, 0.6, -0.1], [0.1, 0.0, -0.2], [0.1, -0.5, 0.0], [0.0, -0.2, 0.0], [0.0, -1.1, -1.0], [0.1, -0.1, 1.6], [-0.3, -0.1, 0.2], [0.0, 0.8, -0.1], [0.3, 0.3, 0.1], [0.1, 0.4, -0.8], [0.5, -0.8, 0.3], [0.3, 0.1, 1.1], [-0.8, 0.2, -0.5], [0.3, 0.6, -0.3], [-0.2, 0.0, -0.1], [0.0, -0.1, -0.4], [-1.3, -0.3, 0.7], [1.0, -0.1, 0.0], [-0.2, -0.2, -0.3], [-0.3, 0.2, -0.4], [0.8, 0.3, 0.0], [-0.4, 0.2, 0.1], [0.5, -1.3, 0.2], [0.1, 1.2, -1.0], [-0.4, -0.2, 0.5], [0.2, -0.1, 0.4], [-0.2, 0.2, -0.4], [0.0, -0.1, 0.1], [-0.3, 0.0, 0.3], [0.6, 0.5, -0.3], [0.3, -0.5, 0.1], [-0.2, -0.1, 0.2], [-0.1, 0.4, -0.2], [0.1, -0.1, -0.1]],
  "lowdin_charge": [0.144, -0.681, 0.143, 0.048, 0.108, 0.093, 0.092, 0.075, 0.153, -0.713, 0.169, 0.026, 0.058, 0.109, 0.069, 0.085, 0.157, -0.685, 0.185, 0.008, 0.110, 0.052, 0.052, 0.074, 0.184, -0.670, 0.167, -0.005, 0.117, 0.112, 0.112, 0.111, -0.143, -0.146, 0.057, 0.068, 0.083, 0.014, -0.168, -0.120, 0.058, 0.080, 0.066, 0.048, -0.155, -0.117, 0.086, 0.044, 0.076, 0.092, -0.132, -0.152, 0.078, 0.063, 0.066, 0.020, -0.119, -0.154, 0.084, 0.081, 0.083, 0.071, -0.144, -0.132, 0.074, 0.084, 0.076, 0.100, -0.176, -0.108, 0.061, 0.081, 0.093, 0.045, -0.122, -0.148, 0.065, 0.070, 0.065, 0.046],
  "relative_energy_ev": 1.975,
  "smiles": "NC(N)=O.NC(N)=O.NC(N)=O.NC(N)=O.CO.CO.CO.CO.CO.CO.CO.CO",
  "gap_ha": 0.3246
}

[3]
{
  "formula": "C17H18N4O2S2",
  "method": "the ωB97M-V functional and the def2-TZVPD basis",
  "species": ["C", "C", "H", "H", "C", "C", "N", "N", "C", "N", "C", "C", "C", "O", "H", "C", "H", "H", "S", "C", "C", "O", "N", "C", "C", "C", "C", "C", "C", "H", "H", "H", "H", "H", "H", "H", "H", "S", "H", "H", "H", "H", "H"],
  "positions_angstrom": [[-0.262, 4.309, 1.843], [1.290, 3.930, 1.925], [1.658, 4.504, 2.784], [1.842, 4.265, 1.048], [1.844, 2.577, 2.294], [1.504, 1.731, 1.224], [1.667, 0.588, 1.308], [1.664, -0.354, 0.308], [1.281, 0.421, -0.762], [1.061, -0.024, -2.091], [1.129, -1.388, -2.046], [1.651, -2.197, -1.031], [1.987, -1.692, 0.043], [2.051, -2.375, 1.153], [1.865, -3.280, -1.320], [0.991, -1.688, -3.634], [1.700, -1.124, -4.445], [1.296, -2.774, -3.767], [-0.676, -1.751, -4.199], [-1.586, -2.918, -3.356], [-1.320, -2.874, -1.798], [-1.289, -3.708, -1.075], [-1.801, -1.641, -1.342], [-1.767, -1.006, -0.083], [-1.108, -2.089, 1.172], [-1.130, -1.390, 2.196], [-1.315, 0.103, 2.290], [-1.898, 0.672, 1.442], [-1.972, 0.362, 0.079], [-2.264, 0.864, -0.830], [-2.102, 1.747, 1.569], [-1.216, 0.436, 3.447], [-0.825, -1.949, 3.063], [-0.884, -2.864, 0.771], [-1.846, -0.867, -2.148], [-2.658, -3.057, -3.604], [-0.889, -4.025, -3.646], [0.815, 2.230, -0.452], [0.945, 2.247, 3.236], [2.530, 2.576, 2.883], [-0.717, 3.776, 0.940], [-0.904, 4.236, 2.897], [-0.342, 5.461, 1.715]],
  "forces_ev_per_angstrom": [[-0.4, 0.8, 0.9], [0.0, 2.4, 2.1], [0.0, 0.7, -0.4], [-0.3, 0.4, -0.2], [-14.3, 1.7, -2.1], [-1.3, 5.5, -3.4], [3.9, -12.6, 3.9], [-2.0, 7.0, -4.5], [-2.0, 0.9, -4.9], [0.2, 0.3, 6.2], [2.2, 1.8, -4.4], [-2.5, -4.5, -13.1], [0.4, 0.1, 16.9], [1.6, 1.4, -2.7], [-0.5, 1.6, 1.0], [1.8, -3.8, 0.8], [-2.1, -0.8, 2.6], [0.2, 0.9, 0.1], [-1.1, 3.9, -3.1], [4.1, -5.9, 1.3], [-4.9, 9.1, -6.0], [2.2, -10.1, 6.4], [0.1, 4.9, -2.7], [2.6, -2.6, 0.5], [-5.7, 11.1, -5.1], [1.8, 3.1, 6.1], [5.4, -9.8, 14.4], [-5.6, 11.8, -9.9], [-0.4, -5.8, -1.3], [-0.2, 0.9, 0.5], [-0.2, -0.2, 0.5], [-0.2, -0.3, -3.0], [0.3, 0.4, 0.9], [2.6, -9.8, -3.6], [0.1, -2.3, 2.1], [0.9, 0.4, 0.0], [-2.6, 2.6, 0.8], [2.2, -3.4, 0.8], [2.2, 0.5, -2.5], [9.3, -0.5, 5.6], [0.0, 0.9, 1.6], [1.8, -0.7, -2.8], [0.4, -2.0, -0.3]],
  "lowdin_charge": [-0.123, -0.313, 0.104, 0.088, -0.138, -0.584, 0.118, 0.097, -0.375, 0.087, -0.270, -0.028, -0.448, -0.017, 0.183, -0.433, 0.150, 0.070, 0.829, -0.447, -0.643, 0.175, 0.064, -0.079, 0.092, -0.107, -0.150, -0.248, -0.059, 0.109, 0.121, 0.165, 0.112, -0.021, 0.145, 0.102, 0.166, 1.038, 0.225, 0.014, 0.022, 0.126, 0.082],
  "relative_energy_ev": 16.583,
  "gap_ha": 0.2766
}

[4]
{
  "formula": "C6H10",
  "method": "the ωB97M-V functional and the def2-TZVPD basis",
  "species": ["C", "C", "C", "C", "C", "C", "H", "H", "H", "H", "H", "H", "H", "H", "H", "H"],
  "positions_angstrom": [[-0.650, 1.124, -1.562], [0.284, 1.074, -0.359], [0.295, -0.261, 0.387], [1.395, -0.403, 1.431], [-0.876, -1.039, 0.503], [-1.623, -2.000, 0.232], [-0.330, 0.419, -2.337], [-1.674, 0.864, -1.277], [-0.662, 2.126, -2.001], [1.313, 1.294, -0.680], [0.023, 1.892, 0.336], [-0.015, -1.438, -0.360], [1.244, 0.268, 2.293], [1.437, -1.423, 1.818], [2.372, -0.149, 1.003], [-2.560, -2.384, 0.551]],
  "forces_ev_per_angstrom": [[-0.1, 0.0, -0.1], [0.0, -0.2, -0.1], [0.0, -0.7, -0.6], [0.0, -0.2, -0.1], [-0.8, -0.5, 0.1], [-0.7, 0.3, 0.7], [-0.1, 0.1, 0.1], [0.1, 0.0, 0.0], [0.0, -0.1, 0.1], [-0.2, -0.1, 0.1], [0.0, -0.4, 0.0], [2.5, 2.1, 0.1], [-0.2, -0.1, -0.3], [0.0, 0.1, 0.0], [-0.2, -0.1, 0.0], [-0.4, -0.2, 0.1]],
  "lowdin_charge": [-0.112, -0.232, -0.342, -0.063, -0.226, 0.064, 0.079, 0.072, 0.071, 0.109, 0.118, 0.210, 0.085, 0.079, 0.076, 0.011],
  "relative_energy_ev": 4.636,
  "gap_ha": 0.3159
}

> Which formula does entry 3 have?

C17H18N4O2S2